Molecular formula: C5H6N4O2
Method: DFT, the ωB97M-V functional and the def2-TZVPD basis

## Properties
2S+1 ... 1
Frontier orbital gap (spin up / spin down) ... 8.36 / 8.36 eV
Relative energy (zero: lowest compared OMol25 entry of this formula, charge and spin) ... 5.539 eV
E ... -15332.4777 eV
Total charge ... 0
M ... 154.13 g mol⁻¹
HOMO level (spin up / spin down) ... -8.2006 / -8.2008 eV
Largest force on an atom ... 5.59 eV Å⁻¹

Each line ends with the Mulliken charge.
Cartesian coordinates (Å):
C1 2.035 -1.099 -0.065  0.048
C2 2.673 0.161 0.096  -0.336
C3 -1.546 -1.137 -0.051  -0.745
C4 0.002 0.689 -0.211  -0.244
C5 -1.426 0.479 -0.121  1.348
N1 2.128 1.338 0.156  -0.801
N2 -0.266 -1.703 -0.169  -1.174
N3 0.827 1.606 -0.088  -0.220
N4 0.633 -0.846 -0.176  1.063
O1 -1.724 0.982 1.156  -0.572
O2 -2.273 0.932 -1.151  -0.558
H1 2.463 -2.181 -0.119  0.341
H2 3.666 0.218 0.368  0.475
H3 -2.088 -1.470 0.906  0.290
H4 -2.236 -1.481 -0.836  0.294
H5 -1.027 1.681 1.409  0.395
H6 -1.841 1.832 -1.105  0.394



Molecular formula: CH4N2O
Method: DFT, the ωB97M-V functional and the def2-TZVPD basis

## Properties
2S+1 ... 1
Frontier orbital gap ... 11.15 eV
Structure (SMILES) ... [H]/N=[N+](/C)[O-]
Relative energy (zero: lowest compared OMol25 entry of this formula, charge and spin) ... 4.717 eV
E ... -6125.7902 eV
Total charge ... 0
M ... 60.06 g mol⁻¹
HOMO level ... -10.1745 eV
Largest force on an atom ... 5.69 eV Å⁻¹

Each line ends with the Mulliken charge.
Cartesian coordinates (Å):
H1 -1.997 -1.415 0.248  0.253
N1 -0.954 -1.207 0.044  -0.691
N2 -0.679 -0.003 -0.034  0.809
C1 1.035 0.372 -0.012  -0.557
O1 -1.304 0.986 -0.070  -0.594
H2 1.160 1.032 0.927  0.250
H3 1.434 -0.589 -0.087  0.280
H4 1.303 0.824 -1.016  0.250



Molecular formula: C3H3ClO2
Method: DFT, the ωB97M-V functional and the def2-TZVPD basis

## Properties
2S+1 ... 1
Frontier orbital gap ... 8.75 eV
Relative energy (zero: lowest compared OMol25 entry of this formula, charge and spin) ... 3.418 eV
E ... -19773.2717 eV
Total charge ... 0
M ... 106.51 g mol⁻¹
HOMO level ... -8.6023 eV
Largest force on an atom ... 5.84 eV Å⁻¹

Each line ends with the Mulliken charge.
Cartesian coordinates (Å):
C1 -0.017 0.002 -0.052  0.805
C2 1.851 0.199 -0.643  -0.170
C3 -1.438 -0.068 0.152  -0.926
O1 0.812 1.049 0.003  -0.229
O2 0.867 -0.887 -0.533  -0.220
Cl1 3.130 -0.089 0.625  -0.179
H1 -1.470 -0.242 1.122  0.331
H2 -1.848 -0.890 -0.457  0.299
H3 -1.887 0.925 -0.216  0.289



Q: Which of these has the highest largest force on an atom?
A: C3H3ClO2